C21H39N5O5PPd | ωB97M-V/def2-TZVPD

E_tot: -1942.518270 a.u.
orbital gap (alpha / beta): 0.3457 / 0.2154 Eh
F_max: 0.3 eV Å⁻¹

```
! wB97M-V def2-TZVPD RIJCOSX def2/J DEFGRID3
* xyz 1 5
Pd 1.16 1.93 0.31
O 2.68 3.71 0.42
C 2.21 4.75 1.27
C 1.86 4.32 2.70
N 0.67 3.50 2.90
C -0.61 3.99 2.54
C -1.13 3.59 1.07
O -2.32 3.50 0.94
O -0.19 3.51 0.20
C 0.78 2.32 3.69
C 1.65 1.14 3.05
O 1.62 0.10 3.64
O 2.32 1.48 2.01
H 3.45 3.29 0.83
H 2.98 5.52 1.36
H 1.35 5.18 0.76
H 2.71 3.79 3.14
H 1.71 5.24 3.27
H -1.36 3.64 3.24
H -0.59 5.08 2.52
H 1.33 2.54 4.61
H -0.20 1.92 3.93
N -0.31 0.53 0.77
P -0.42 -0.57 -0.43
N 0.97 -1.46 -0.44
C 2.24 -0.79 -0.76
C 3.29 -1.83 -1.15
C 3.57 -2.79 0.02
C 2.43 -2.77 1.04
C 1.08 -2.71 0.35
N -0.51 0.14 -1.91
C -1.42 1.29 -2.05
C -2.52 1.00 -3.06
C -1.93 0.55 -4.39
C -1.02 -0.66 -4.19
C 0.06 -0.37 -3.16
N -1.69 -1.53 -0.12
C -2.49 -1.50 1.12
C -2.42 -2.85 1.84
C -2.40 -4.02 0.83
C -3.00 -3.59 -0.50
C -2.15 -2.49 -1.14
H 2.61 -0.22 0.11
H 2.08 -0.10 -1.59
H 4.20 -1.31 -1.45
H 2.93 -2.37 -2.02
H 4.51 -2.54 0.51
H 3.68 -3.81 -0.37
H 2.52 -1.91 1.72
H 2.46 -3.66 1.67
H 0.27 -2.75 1.07
H 0.97 -3.57 -0.33
H -0.84 2.16 -2.38
H -1.84 1.54 -1.08
H -3.12 1.90 -3.19
H -3.18 0.22 -2.67
H -1.34 1.37 -4.82
H -2.72 0.32 -5.11
H -0.55 -0.95 -5.13
H -1.62 -1.52 -3.86
H 0.75 0.38 -3.56
H 0.63 -1.28 -2.94
H -3.52 -1.26 0.84
H -2.12 -0.69 1.74
H -3.28 -2.92 2.50
H -1.53 -2.88 2.47
H -2.95 -4.87 1.24
H -1.38 -4.36 0.67
H -4.02 -3.24 -0.36
H -3.05 -4.43 -1.19
H -2.72 -1.97 -1.92
H -1.27 -2.94 -1.62
*
```

Atom charges from the natural (NBO) analysis, given in e for atoms 1 to 5: 1.251 -0.724 -0.080 -0.278 -0.080

---

C21H40B2BeCl7F12N6O13PS2 | ωB97M-V/def2-TZVPD

E_tot: -7752.432556 a.u.
orbital gap: 0.0825 Eh
F_max: 6.7 eV Å⁻¹

```
! wB97M-V def2-TZVPD RIJCOSX def2/J DEFGRID3
* xyz 0 1
C 0.13 2.18 3.57
C -0.90 1.45 4.07
C -1.78 0.45 3.36
B -3.00 1.20 2.62
O -2.70 2.36 1.95
O -4.31 0.75 2.67
C -4.55 -0.47 1.94
C -2.32 -0.41 4.54
N -1.36 -1.47 5.06
C -0.29 -1.84 4.07
C -0.86 -1.72 2.66
N -0.97 -0.30 2.38
O -1.45 -0.08 1.07
B -0.40 0.39 0.25
O -0.45 1.65 -0.27
O 0.65 -0.46 -0.05
H 0.96 1.67 3.07
H 0.22 3.26 3.64
H -1.14 1.54 5.13
H -3.13 2.31 1.08
H -3.79 -0.70 1.20
H -5.50 -0.38 1.41
H -4.69 -1.29 2.66
H -3.29 -0.89 4.36
H -2.49 0.30 5.36
H -0.95 -1.17 5.99
H -1.91 -2.31 5.24
H 0.02 -2.86 4.31
H 0.58 -1.21 4.24
H -0.12 -2.13 1.98
H -1.82 -2.26 2.52
H -0.59 2.30 0.43
H 1.39 -0.22 0.53
C 1.83 1.34 7.18
Cl 0.70 0.04 7.69
Cl 2.11 2.59 8.40
Cl 3.37 0.69 6.61
Cl 0.92 1.96 5.82
C 3.21 -2.52 -1.06
Cl 3.95 -2.56 -2.67
Cl 4.20 -1.63 0.11
H 2.25 -2.02 -1.14
H 3.08 -3.53 -0.71
Cl -0.74 -2.01 7.24
N 3.18 3.43 0.36
C 4.39 3.96 0.21
C 5.30 3.55 -0.76
C 4.94 2.52 -1.62
C 3.68 1.96 -1.48
C 2.85 2.44 -0.48
H 4.63 4.76 0.91
H 6.27 4.02 -0.83
H 5.62 2.17 -2.38
H 3.34 1.16 -2.12
H 1.86 2.03 -0.35
C 0.20 0.23 -3.68
F 0.99 -0.76 -3.27
F -1.06 -0.29 -3.78
F 0.17 1.14 -2.71
S 0.77 0.95 -5.27
O 0.72 -0.16 -6.20
O 2.08 1.45 -4.99
N -0.38 2.01 -5.41
S -0.36 2.94 -6.70
O -0.66 2.27 -7.94
O 0.68 3.92 -6.75
C -1.88 3.88 -6.30
F -1.77 4.54 -5.14
F -2.95 3.06 -6.19
F -2.15 4.77 -7.25
N -3.68 2.15 7.15
H -4.02 2.22 6.19
H -3.43 1.18 7.36
H -2.85 2.75 7.26
H -4.41 2.46 7.80
C 0.13 -3.90 -5.98
C -0.90 -3.93 -4.86
C -1.64 -5.26 -4.72
O -2.59 -5.42 -5.75
C -2.13 -6.13 -6.91
N -1.95 -2.89 -5.15
H -0.33 -3.86 -6.96
H 0.76 -3.01 -5.89
H 0.77 -4.77 -5.93
H -0.43 -3.66 -3.91
H -2.21 -5.24 -3.78
H -0.95 -6.10 -4.65
H -1.32 -6.82 -6.67
H -1.80 -5.42 -7.67
H -2.97 -6.69 -7.31
H -1.54 -1.99 -5.47
H -2.55 -2.71 -4.35
H -2.56 -3.25 -5.89
C 2.57 -5.60 -2.80
O 2.38 -5.41 -3.99
O 3.57 -6.16 -2.30
O 1.77 -5.29 -1.88
Be -2.67 -1.02 -7.00
F 3.69 4.98 7.52
P 2.93 5.69 6.24
F 1.29 5.56 5.99
F 4.42 5.70 5.54
F 2.52 6.71 7.47
F 2.80 4.16 5.65
F 2.82 7.03 5.28
*
```

Atom charges from the Löwdin analysis, given in e for atoms 1 to 5: -0.082 -0.224 -0.264 -0.587 0.199

---

C21H40NbO15S | ωB97M-V/def2-TZVPD

E_tot: -2407.707031 a.u.
orbital gap: 0.2420 Eh
F_max: 4.0 eV Å⁻¹

```
! wB97M-V def2-TZVPD RIJCOSX def2/J DEFGRID3
* xyz -1 1
O 2.84 -2.84 1.62
S 1.58 -2.13 1.22
O 1.31 -1.06 2.23
C 1.69 -1.45 -0.46
Nb -0.31 -0.50 -1.10
C -1.09 -2.55 -1.72
C -2.65 -2.71 -1.80
C -3.40 -2.50 -0.46
C -3.95 -1.07 -0.24
O -4.27 -0.40 -1.44
H 0.55 -3.04 1.31
H 1.94 -2.32 -1.09
H 2.52 -0.72 -0.41
H -0.87 -0.72 0.62
H 0.41 1.09 -0.58
H 0.44 -0.24 -2.74
H -1.81 0.40 -1.61
H -0.68 -2.75 -2.74
H -0.69 -3.38 -1.09
H -3.08 -2.14 -2.63
H -2.83 -3.77 -2.08
H -4.27 -3.18 -0.47
H -2.76 -2.80 0.38
H -3.24 -0.53 0.39
H -4.88 -1.16 0.36
H -4.02 0.51 -1.33
C -8.33 0.20 4.38
C -7.40 0.99 3.49
C -7.68 0.85 2.01
O -6.40 1.15 1.44
C -5.47 0.77 2.36
O -4.31 0.69 2.14
O -6.05 0.51 3.56
H -8.61 -0.74 3.92
H -7.84 -0.04 5.33
H -9.24 0.77 4.59
H -7.39 2.05 3.79
H -8.44 1.54 1.65
H -7.95 -0.17 1.73
C 4.61 -3.29 -2.62
C 3.85 -4.25 -3.49
C 4.19 -4.19 -4.95
O 3.00 -4.68 -5.56
C 1.97 -4.36 -4.73
O 0.83 -4.44 -5.02
O 2.45 -3.93 -3.53
H 4.82 -2.35 -3.14
H 4.05 -3.04 -1.72
H 5.57 -3.72 -2.32
H 3.94 -5.27 -3.10
H 5.05 -4.81 -5.22
H 4.36 -3.17 -5.31
C 3.64 0.51 3.21
C 4.94 1.01 2.62
C 5.47 2.28 3.25
O 6.27 2.83 2.19
C 5.71 2.40 1.03
O 5.99 2.84 -0.04
O 4.79 1.44 1.25
H 3.00 1.33 3.51
H 3.08 -0.08 2.49
H 3.84 -0.11 4.09
H 5.70 0.22 2.63
H 6.07 2.10 4.14
H 4.68 2.99 3.48
C 1.94 6.50 -0.49
C 0.86 5.43 -0.51
C 1.21 4.16 0.21
O 0.38 3.21 -0.45
C 0.20 3.66 -1.72
O -0.27 3.02 -2.60
O 0.63 4.94 -1.84
H 2.94 6.05 -0.52
H 1.85 7.16 -1.35
H 1.87 7.09 0.42
H -0.09 5.85 -0.15
H 1.00 4.20 1.28
H 2.26 3.86 0.06
*
```

Atom charges from the Löwdin analysis, given in e for atoms 1 to 5: -0.470 0.586 -0.485 -0.512 1.309

---

C21H40O3SSi | ωB97M-V/def2-TZVPD

E_tot: -1737.279640 a.u.
orbital gap: 0.1595 Eh
F_max: 3.7 eV Å⁻¹

```
! wB97M-V def2-TZVPD RIJCOSX def2/J DEFGRID3
* xyz 0 1
C 6.64 -1.49 1.89
C 6.15 -2.06 0.51
O 5.10 -3.00 0.81
C 5.61 -0.94 -0.45
O 4.89 0.07 0.36
S 3.89 0.97 -0.59
C 2.36 1.37 0.35
C 2.07 2.94 0.25
C 0.56 3.22 -0.17
C -0.25 3.86 1.03
C -1.81 3.58 0.94
C -2.25 2.75 2.22
C -2.49 1.19 1.90
C -4.06 0.99 1.77
Si -4.61 -0.84 1.59
C -6.00 -1.09 2.90
C -3.23 -2.10 1.94
C -5.34 -0.99 -0.18
C -4.61 -1.60 -1.31
C -5.30 -1.59 -2.63
C -6.64 -1.00 -2.78
C -7.37 -0.40 -1.65
C -6.70 -0.41 -0.35
H 7.50 -0.78 1.77
H 7.03 -2.37 2.48
H 5.81 -1.01 2.48
H 6.97 -2.61 -0.03
H 4.97 -3.51 -0.02
H 6.44 -0.41 -1.00
H 4.93 -1.45 -1.19
H 3.49 0.14 -1.64
H 2.49 1.07 1.43
H 1.48 0.79 -0.06
H 2.33 3.38 1.25
H 2.76 3.41 -0.51
H 0.02 2.29 -0.50
H 0.56 3.95 -1.03
H 0.19 3.47 1.99
H -0.05 4.97 1.04
H -2.12 3.11 -0.03
H -2.31 4.59 1.00
H -1.53 2.80 3.08
H -3.24 3.18 2.55
H -2.03 0.98 0.88
H -2.04 0.52 2.67
H -4.60 1.46 2.64
H -4.39 1.56 0.85
H -6.74 -0.24 2.80
H -5.57 -1.03 3.94
H -6.54 -2.06 2.78
H -2.85 -1.89 2.98
H -2.36 -2.04 1.24
H -3.64 -3.15 1.93
H -3.59 -2.03 -1.16
H -4.75 -2.02 -3.50
H -7.15 -0.98 -3.77
H -8.37 0.07 -1.73
H -7.23 0.08 0.50
C 5.42 -2.38 -4.82
C 6.49 -2.04 -3.76
O 6.38 -2.91 -2.74
H 4.40 -2.29 -4.40
H 5.49 -1.68 -5.67
H 5.54 -3.39 -5.21
H 6.35 -0.95 -3.54
H 7.45 -2.03 -4.32
*
```

Atom charges from the natural (NBO) analysis, given in e for atoms 1 to 5: -0.642 0.067 -0.739 -0.144 -0.636

---

C21H41AsN3O5SiW | ωB97M-V/def2-TZVPD

E_tot: -3957.433373 a.u.
relative energy (zero: lowest compared OMol25 entry of this formula, charge and spin): 0.4973 eV
orbital gap (alpha / beta): 0.2560 / 0.2560 Eh
F_max: 0.9 eV Å⁻¹

```
! wB97M-V def2-TZVPD RIJCOSX def2/J DEFGRID3
* xyz 1 1
W 0.23 0.80 0.87
O -1.09 2.59 3.26
C 0.04 2.07 2.68
O 0.36 0.81 2.93
C 1.19 3.01 2.55
O 1.98 2.37 1.53
C 3.14 1.65 1.96
C 3.04 0.14 1.69
O 3.98 -0.56 1.97
O 1.96 -0.28 1.10
H -1.54 1.87 3.72
H 1.78 3.15 3.47
H 0.86 3.98 2.18
H 3.32 1.80 3.02
H 4.00 2.02 1.41
C -1.32 3.98 -0.24
As -1.93 2.19 0.21
C -3.50 2.63 1.26
C -2.67 1.65 -1.51
H -2.12 4.52 -0.75
H -0.45 3.90 -0.89
H -1.05 4.51 0.67
H -4.23 3.13 0.62
H -3.20 3.30 2.07
H -3.96 1.74 1.69
H -3.70 2.00 -1.60
H -2.65 0.57 -1.61
H -2.06 2.10 -2.29
C -2.58 -3.23 2.00
Si -2.58 -1.37 1.72
C -2.76 -0.53 3.39
C -4.06 -0.99 0.64
C -0.94 -0.96 0.91
H -3.50 -3.57 2.49
H -1.74 -3.55 2.61
H -2.52 -3.76 1.04
H -3.48 -1.06 4.02
H -3.13 0.50 3.29
H -1.80 -0.50 3.92
H -4.98 -1.25 1.18
H -4.04 -1.59 -0.27
H -4.15 0.05 0.34
H -0.96 -1.37 -0.11
H -0.21 -1.56 1.47
N 1.97 -4.87 -1.68
C 2.02 -3.79 -2.74
C 1.21 -2.60 -2.24
N 1.60 -2.16 -0.93
C 1.67 -3.18 0.08
C 2.51 -4.38 -0.35
H 2.46 -5.71 -1.99
H 0.99 -5.14 -1.54
H 1.64 -4.22 -3.66
H 3.07 -3.54 -2.85
H 0.14 -2.89 -2.22
H 1.30 -1.78 -2.95
H 2.35 -1.49 -0.88
H 0.66 -3.53 0.32
H 2.09 -2.76 0.99
H 2.47 -5.21 0.35
H 3.55 -4.10 -0.53
N 0.60 1.21 -0.80
C 1.19 1.63 -1.98
C 0.66 1.23 -3.21
C 1.26 1.64 -4.39
C 2.39 2.45 -4.36
C 2.92 2.84 -3.14
C 2.33 2.44 -1.95
H -0.22 0.60 -3.22
H 0.83 1.34 -5.34
H 2.85 2.77 -5.28
H 3.80 3.48 -3.11
H 2.73 2.76 -1.00
*
```

Atom charges from the Löwdin analysis, given in e for atoms 1 to 5: 1.478 0.025 -0.674 -0.166 -0.104

---

C21H41FN3O3 | ωB97M-V/def2-TZVPD

E_tot: -1314.361913 a.u.
orbital gap: 0.2903 Eh
F_max: 4.3 eV Å⁻¹
structure (SMILES): CCCCCC[C@H]1O[C@H](CCCCCCCCCOC)NC(N)=[N+]1CC(=O)F

```
! wB97M-V def2-TZVPD RIJCOSX def2/J DEFGRID3
* xyz 1 1
C 4.90 -3.75 0.97
C 3.43 -4.17 1.09
C 2.61 -3.51 -0.01
C 1.20 -4.06 -0.16
C 0.22 -2.94 -0.57
C -1.01 -3.53 -1.27
C -2.33 -2.79 -1.08
O -2.51 -2.36 0.26
C -2.27 -0.98 0.41
C -2.14 -0.62 1.88
C -3.12 0.43 2.46
C -2.39 1.73 2.78
C -1.83 2.39 1.54
C -1.17 3.74 1.84
C -0.54 4.31 0.56
C 0.78 3.61 0.21
C 1.99 4.41 0.67
C 3.28 3.71 0.34
O 3.41 3.59 -1.06
C 4.69 3.13 -1.42
N -3.30 -0.24 -0.34
C -3.45 -0.75 -1.59
N -4.42 -0.30 -2.33
N -2.59 -1.70 -2.07
C -1.42 -1.17 -2.80
C -1.81 0.00 -3.69
O -2.66 -0.09 -4.58
F -1.15 1.14 -3.43
H 4.92 -2.72 0.61
H 5.42 -3.78 1.92
H 5.40 -4.35 0.22
H 3.34 -5.25 1.07
H 3.08 -3.80 2.04
H 3.16 -3.56 -0.95
H 2.53 -2.46 0.24
H 1.14 -4.89 -0.85
H 0.89 -4.42 0.82
H -0.03 -2.41 0.33
H 0.76 -2.32 -1.28
H -0.83 -3.73 -2.31
H -1.19 -4.50 -0.82
H -3.11 -3.52 -1.24
H -1.33 -0.75 -0.08
H -2.23 -1.54 2.44
H -1.14 -0.25 2.03
H -3.99 0.61 1.85
H -3.49 0.03 3.39
H -2.99 2.40 3.38
H -1.54 1.44 3.41
H -1.10 1.75 1.06
H -2.64 2.59 0.84
H -1.96 4.39 2.17
H -0.42 3.63 2.61
H -0.41 5.38 0.64
H -1.25 4.09 -0.24
H 0.84 3.43 -0.85
H 0.82 2.65 0.71
H 1.98 5.41 0.26
H 1.94 4.51 1.75
H 3.28 2.71 0.78
H 4.11 4.29 0.75
H 4.65 2.78 -2.44
H 5.41 3.95 -1.36
H 5.02 2.33 -0.77
H -4.20 -0.32 0.12
H -4.71 -0.77 -3.18
H -4.92 0.53 -2.06
H -1.04 -1.91 -3.48
H -0.60 -0.86 -2.15
*
```

Atom charges from the natural (NBO) analysis, given in e for atoms 1 to 5: -0.599 -0.391 -0.391 -0.389 -0.411